(1)
Formula: C34H96F3N6O14
Source: OMol25
Level of theory: ωB97M-V/def2-TZVPD

* frontier orbital gap (spin up / spin down): 8.952 / 4.901 eV
* net charge: 0
* E: -3034.0200 Eh
* max |F|: 0.070 hartree/bohr
* <S²>: 0.7553
* multiplicity: 2

Each line ends with the Mulliken charge.
Atoms and positions in Å:
H 0.679 1.281 -3.811  -0.06
H 2.171 0.859 -3.127  0.35
C -0.841 -2.625 5.302  -0.01
O 5.785 1.727 -0.908  -0.18
C -0.090 -0.040 -0.597  -0.11
H -2.225 0.706 4.767  -0.23
O -0.747 0.765 0.296  0.60
C -0.092 1.236 1.545  -0.34
N 4.010 1.522 1.668  0.05
C -4.496 -2.603 -2.629  -0.70
O -4.520 -0.231 -4.913  -0.09
H 6.601 1.366 -2.747  0.21
H -1.936 -1.026 -1.226  -0.94
C 1.212 3.778 4.393  -0.13
C -3.751 2.230 4.509  0.50
H 1.442 4.377 5.274  0.48
N 3.776 0.887 4.843  -0.58
H -6.414 -0.893 -4.726  0.39
H -5.611 1.276 -4.041  0.44
H -3.771 0.943 -2.427  0.11
H -0.294 -4.885 -4.833  0.25
O 2.219 2.806 -3.607  -0.34
H 0.528 -0.806 -0.129  0.25
H -1.843 -1.225 -6.805  0.38
N 1.719 -0.291 -5.598  -0.53
H -4.960 -3.147 -1.806  0.30
H -3.604 0.475 5.668  0.63
H 3.204 -1.769 6.685  0.40
H -0.635 -1.091 -2.455  0.62
H -3.481 -1.461 0.291  -0.22
N -3.806 1.904 -2.734  -0.55
H 3.870 -1.110 3.247  -0.08
O -5.574 -1.044 0.541  -0.64
H -1.361 0.234 7.039  0.05
H -1.905 -5.038 -1.607  0.46
H -4.634 -0.916 -3.413  0.36
H -5.232 -1.985 -5.538  0.25
H 2.950 0.589 4.343  0.20
H 4.388 3.240 0.694  0.31
H 3.207 1.178 -5.573  0.46
C 3.586 3.209 -3.400  -0.73
H 2.556 -1.615 5.064  0.08
F 0.123 0.169 3.900  -0.08
H 0.193 -2.797 5.599  0.30
H -0.715 -6.230 -3.730  0.36
H 0.330 -1.617 -5.903  0.49
H 2.219 -0.674 -6.388  0.23
H -2.231 3.150 4.784  0.48
C -0.826 -4.952 -1.472  -1.26
H 4.099 2.567 -2.684  0.25
C 4.338 -0.427 5.216  0.35
H 4.178 0.667 1.157  0.16
H -4.540 2.668 5.120  0.37
C -5.591 -0.961 -5.437  -1.01
H -1.767 -1.412 -5.109  -0.03
H -2.379 2.793 3.259  -0.06
H -4.159 -1.678 1.893  0.33
C 0.910 -4.156 0.215  -1.49
H -1.632 2.457 -4.336  0.42
O -2.328 1.996 6.362  -0.41
O -0.187 -4.558 -2.696  -0.34
C -4.831 1.207 -4.799  -1.16
H 1.121 -3.336 0.902  0.22
H 3.675 -3.738 2.789  0.22
O -0.215 -2.379 -6.112  -0.58
H -5.212 2.068 2.892  0.32
H 0.974 2.799 4.809  0.08
H -1.478 -5.252 1.253  0.30
H -3.013 2.364 -2.309  0.10
C -2.356 1.732 -4.707  -0.68
N -1.384 -4.327 0.860  -0.53
H -2.474 1.946 -5.770  0.60
H 1.174 -5.152 0.572  0.37
H 3.658 4.190 -2.930  0.28
H -2.026 0.707 -4.538  -0.38
H -5.177 1.659 -5.728  0.51
O -1.990 3.562 -0.615  -0.60
H 5.374 -4.195 2.774  0.31
H 1.725 1.673 -7.396  0.45
H -0.135 4.174 -1.162  0.26
C 6.871 1.203 -1.703  -0.82
C 6.090 2.017 0.465  -1.01
H 6.384 1.140 1.041  0.41
H -0.109 3.729 2.966  0.32
F 1.061 -0.799 2.256  -0.26
H 4.265 3.387 3.213  -0.13
H -1.428 4.529 -2.388  0.35
C 4.937 2.540 1.324  0.53
H -4.511 -2.821 0.612  0.37
H -5.954 -0.536 -6.373  0.31
H 4.102 3.166 -4.359  0.31
C -4.380 -1.761 0.829  -0.23
C 5.231 3.228 2.735  -1.05
H 4.827 -2.634 2.044  0.30
H 1.955 -0.818 -4.769  0.17
H -0.729 -3.053 -0.694  -1.08
H -5.550 -0.803 -0.388  0.35
H 7.831 1.656 -1.454  0.34
N -2.882 3.233 4.016  -0.63
O -0.831 2.372 1.909  0.11
C -3.745 2.048 -4.207  0.30
H 1.153 2.764 -6.194  0.31
H 5.848 2.609 3.387  0.32
O -4.762 -1.264 -2.528  -0.30
C 1.745 1.488 -3.909  -0.41
H 6.882 2.765 0.423  0.47
H -2.228 -2.761 -6.231  0.36
C -1.084 -0.501 -1.656  0.20
H -1.356 -1.896 5.928  0.00
C 1.238 1.702 -6.422  -1.27
H 0.281 1.190 -6.531  0.18
H -4.842 0.536 3.565  0.34
H -3.414 -2.684 -2.518  0.09
O -1.625 -3.866 5.377  -0.58
C 4.696 -1.216 3.950  -0.23
C -2.964 1.286 5.320  -0.29
F -1.023 -0.895 2.373  -0.15
H -0.895 1.506 7.887  0.34
H 1.455 -3.896 -0.693  0.37
C 3.074 -1.073 5.856  -1.19
C -1.061 3.839 -1.629  -0.24
C 0.033 -0.028 2.531  0.59
H -0.754 -2.084 4.360  -0.08
H 0.717 0.513 -1.076  0.21
O 4.887 -2.607 4.106  -0.46
C -1.800 1.171 7.381  -0.61
H -0.958 -3.888 1.664  0.05
H -1.063 -4.642 5.321  0.31
H 2.397 -0.321 6.262  0.41
H 3.150 1.876 1.275  -0.39
H -3.600 1.421 2.669  -0.12
C 2.151 1.020 -5.354  0.29
C -0.756 -5.151 -3.883  -0.73
H 0.908 1.548 1.244  -0.16
H -0.807 2.937 -2.186  -0.12
C 4.691 -3.349 2.854  -0.66
C -1.541 -1.937 -6.037  -0.48
H -0.563 -5.978 -1.214  0.45
H -1.827 -4.956 -3.943  0.24
C -4.411 1.522 3.390  -0.94
H -1.709 2.835 -0.056  0.06
C -0.530 -4.046 -0.293  2.38
H 4.358 1.221 4.088  -0.01
H -3.949 3.087 -4.467  0.48
H 5.537 -0.821 3.381  0.48
H -1.372 0.475 -2.046  -0.40
H 5.557 4.268 2.770  0.44
H -2.566 0.950 8.125  0.32
H 6.969 0.137 -1.500  0.32
H 5.064 -0.337 6.024  0.41
H -4.736 -2.953 -3.633  0.35
H 2.145 3.538 3.881  -0.12
O 0.299 4.432 3.477  -0.59

(2)
Formula: C4H9NO2
Source: OMol25
Level of theory: ωB97M-V/def2-TZVPD

* frontier orbital gap: 10.439 eV
* relative energy (zero: lowest compared OMol25 entry of this formula, charge and spin): 61.4 kJ/mol
* net charge: 0
* SMILES: NC(=O)CCCO
* E: -363.0621 Eh
* max |F|: 0.009 hartree/bohr

Each line ends with the Mulliken charge.
Atoms and positions in Å:
C 0.305 1.190 0.327  -0.67
N -0.719 -2.324 0.743  -0.46
C 0.549 1.310 -1.163  -0.48
C -0.115 -1.147 1.114  0.45
H 1.227 0.904 0.846  0.35
H -1.312 -2.355 -0.079  0.24
O 0.932 0.038 -1.656  -0.50
H 1.320 2.069 -1.368  0.33
H -1.485 0.000 -0.156  0.30
H -1.359 0.498 1.531  0.33
H 1.071 0.121 -2.607  0.30
H 0.022 2.174 0.710  0.35
H -0.381 1.651 -1.648  0.32
H -0.147 -3.144 0.901  0.25
O 0.867 -1.136 1.834  -0.61
C -0.775 0.151 0.670  -0.48

(3)
Formula: C2H4N2OS2
Source: OMol25
Level of theory: ωB97M-V/def2-TZVPD

* frontier orbital gap: 8.265 eV
* relative energy (zero: lowest compared OMol25 entry of this formula, charge and spin): 125.2 kJ/mol
* net charge: 0
* SMILES: NC(=S)N(S)C=O
* E: -1059.6956 Eh
* max |F|: 0.109 hartree/bohr

Each line ends with the Mulliken charge.
Atoms and positions in Å:
O 1.630 1.835 -0.109  -0.60
C 0.477 1.461 0.140  0.22
C -0.897 -0.466 0.120  0.52
H 2.436 0.259 -0.294  0.26
H -0.363 2.109 0.651  0.29
H -0.174 -2.370 -0.090  0.19
N -0.995 -1.757 0.106  -0.43
S 1.888 -0.937 -0.030  -0.17
H -1.856 -2.204 -0.365  0.29
N 0.348 0.063 0.089  -0.11
S -2.265 0.526 -0.092  -0.45

(4)
Formula: C3H5LiNaO3
Source: OMol25
Level of theory: ωB97M-V/def2-TZVPD

* frontier orbital gap (spin up / spin down): 11.569 / 8.492 eV
* relative energy (zero: lowest compared OMol25 entry of this formula, charge and spin): 62.6 kJ/mol
* net charge: +2
* E: -512.2806 Eh
* max |F|: 0.063 hartree/bohr
* <S²>: 0.7548
* multiplicity: 2

Each line ends with the Mulliken charge.
Atoms and positions in Å:
O -0.799 0.894 -0.108  -0.54
H -0.098 -0.898 -0.755  0.23
H -1.687 -1.294 -1.281  0.33
O 2.746 0.693 0.407  -0.49
H -1.361 -2.220 0.263  0.34
Li 0.956 1.416 0.788  1.01
Na -2.143 2.631 -1.528  0.97
H -1.131 -0.288 1.558  0.28
O 4.911 0.093 -0.150  -0.21
C 3.829 0.367 0.128  0.64
C -1.123 -1.340 -0.345  -0.79
H -2.595 0.038 0.478  0.24
C -1.505 -0.090 0.544  -0.01

(5)
Formula: C30H48AsCdN2O4PS5SeSi2
Source: OMol25
Level of theory: ωB97M-V/def2-TZVPD

* frontier orbital gap: 5.921 eV
* relative energy (zero: lowest compared OMol25 entry of this formula, charge and spin): 102.9 kJ/mol
* net charge: -2
* E: -9298.9406 Eh
* max |F|: 0.008 hartree/bohr

Each line ends with the Mulliken charge.
Atoms and positions in Å:
C 1.158 -2.511 -3.617  0.02
C -1.694 -0.528 -2.614  0.56
H 0.476 -1.173 -0.112  -0.31
H 0.759 -4.056 2.168  0.51
H 4.104 -0.768 1.188  -0.05
C 2.454 4.325 -1.645  -0.76
H -5.111 -3.074 -3.767  0.38
C -7.360 -1.155 -1.420  -0.24
H -7.258 -2.120 -4.501  0.33
H -8.025 -0.594 -0.769  0.34
H -2.277 -1.171 4.966  0.46
C 1.587 1.143 4.890  -1.29
C 5.434 2.521 -0.619  -1.03
H 2.470 1.451 5.454  0.49
C -5.731 -2.531 -3.065  -0.25
Cd 1.198 1.597 0.877  3.94
C 0.179 -1.974 0.559  -1.15
S 2.200 5.008 4.362  -0.10
O 1.656 -2.948 -2.620  -0.50
H 2.807 0.233 3.420  -0.44
C -2.064 0.234 -1.364  0.22
S -0.345 3.597 1.134  -0.53
S 2.986 3.114 2.194  -0.55
As 2.353 0.716 -1.297  -0.76
H 2.671 -2.102 4.213  0.37
H -0.789 -2.084 4.717  0.28
S 0.448 6.840 5.945  -0.36
C 0.491 -3.155 2.725  -1.98
O -1.231 0.755 -0.680  -1.74
C -2.082 -1.091 -4.896  -0.68
S -0.477 5.382 3.506  -0.12
H -1.135 1.680 4.263  0.25
H -1.597 -0.870 2.636  0.38
H 1.893 4.389 -0.711  0.07
C -1.211 -1.081 4.737  -1.62
H 5.818 -0.316 1.188  0.47
H 3.043 1.682 -4.598  0.24
C 2.306 -1.287 4.839  -1.69
C -1.046 -0.327 3.415  0.80
C 0.474 4.305 2.503  0.24
C -0.136 -1.762 -3.707  0.38
H 4.284 2.627 -3.773  0.24
C 3.225 2.607 -4.046  -1.08
N -0.529 -1.160 -2.594  0.57
H 1.982 -1.971 1.723  -0.02
H 4.943 3.180 0.099  0.20
H -5.911 -1.483 0.125  0.37
C 1.932 -0.061 4.012  1.76
H 5.415 3.007 -1.597  0.26
H -2.702 0.990 3.835  0.51
H 0.966 -3.207 3.704  0.38
H 3.033 3.454 -4.713  0.35
H 5.521 0.182 -2.890  0.28
C 4.802 0.063 1.046  -0.71
H 6.646 -0.261 -1.591  0.33
C 0.901 -1.928 1.909  1.62
C 0.334 2.747 -3.108  -0.68
H -3.830 -0.430 -1.364  0.09
H 3.106 -1.021 5.536  0.49
H -0.345 2.845 -2.258  0.09
C -5.297 -2.380 -1.736  -0.35
Si 2.119 2.689 -2.509  0.07
H -2.690 -1.065 -5.791  0.45
H -3.465 0.034 -3.699  0.50
H 0.407 -2.909 0.047  0.56
Se -3.643 -3.058 -1.128  -0.28
H 1.463 -1.656 5.427  0.23
H 0.066 1.836 -3.651  0.07
N -7.769 -1.306 -2.681  -0.70
H -0.477 -2.235 -5.774  0.48
H 5.198 -1.242 -1.903  0.26
H 6.482 2.400 -0.323  0.36
P 0.656 -0.264 2.690  -0.53
C -0.860 -1.743 -4.893  -0.40
H 1.276 2.001 4.292  -0.03
C -2.515 -0.480 -3.737  -0.66
H 3.509 4.461 -1.405  0.26
H 0.795 0.907 5.604  0.23
C 5.590 -0.223 -1.877  -1.18
H 0.182 3.607 -3.768  0.45
H 2.567 -3.142 -4.659  0.34
Si 4.589 0.837 -0.667  0.31
C 0.714 5.806 4.661  0.10
C -6.172 -1.654 -0.911  -0.12
O 1.744 -2.666 -4.836  -0.49
C -6.936 -1.993 -3.470  -0.31
H -0.907 -1.922 0.684  0.07
C 1.760 4.123 2.916  -0.59
H 4.594 0.806 1.820  0.15
O -3.379 0.416 -1.163  -0.58
H -0.592 -3.179 2.860  0.33
H 2.137 5.147 -2.297  0.36
C -1.658 1.071 3.522  -1.33
H -1.622 1.608 2.575  0.07
H -0.748 -0.534 5.560  0.25

(6)
Formula: C23H22F25NO5S
Source: OMol25
Level of theory: ωB97M-V/def2-TZVPD

* frontier orbital gap: 9.077 eV
* net charge: 0
* SMILES: FC(F)C(F)(F)COC(F)(F)C(F)F.FC(F)C(F)(F)COC(F)(F)C(F)F.FC(F)C(F)(F)COC(F)(F)C(F)F.Cc1ccc(CNS(=O)(=O)F)cc1
* E: -4215.4411 Eh
* max |F|: 0.021 hartree/bohr

Each line ends with the Mulliken charge.
Atoms and positions in Å:
C -0.062 -1.283 3.004  0.79
H 4.622 0.678 -4.683  0.41
H -9.282 0.082 4.211  0.40
C 5.272 -1.630 -6.044  0.09
F -5.709 2.128 5.559  -0.21
C 0.655 -1.284 4.201  -0.74
F 6.967 0.667 -4.156  -0.29
C 0.549 -1.677 1.815  -0.43
F 2.545 2.293 -0.116  -0.25
F -5.230 0.069 3.900  -0.22
C -6.129 -0.098 2.909  0.19
F -3.002 -3.772 1.209  -0.23
F 1.802 3.086 -2.015  -0.22
H 4.629 -1.913 -5.206  0.27
H 4.136 -3.468 3.603  0.31
C 4.848 0.943 -5.717  -0.65
F 7.363 2.781 -4.433  -0.30
F 1.912 1.077 -3.765  -0.24
N -2.347 -1.595 2.041  -0.14
H 2.555 -1.702 5.123  0.42
C 0.881 0.987 -4.633  0.15
H 4.012 1.552 -6.058  0.32
F -6.390 -0.591 6.278  -0.27
H -3.215 -1.098 1.872  0.28
C -7.110 0.503 6.579  0.81
C 0.459 1.517 -0.847  0.72
C 1.987 -1.681 4.209  -0.68
F 5.171 -2.579 -7.005  -0.27
C 4.037 -2.550 3.034  -1.46
O -8.127 0.715 5.686  -0.39
F 0.052 1.291 0.419  -0.26
C -1.503 -0.842 2.995  -1.12
F 3.514 -0.476 -6.970  -0.31
F 6.552 -1.592 -5.630  -0.22
F 1.056 0.389 -1.276  -0.26
F 1.254 1.601 -5.780  -0.29
C 1.440 2.692 -0.780  0.20
C -0.975 1.139 -2.782  -0.77
C 7.103 1.628 -5.087  0.76
F 5.501 -0.035 -7.771  -0.28
C 1.880 -2.076 1.827  -0.81
H -8.043 -1.073 4.624  0.36
F -1.323 1.472 -5.046  -0.33
H -0.833 0.062 -2.688  0.34
H 0.979 3.531 -0.254  0.25
O -4.053 -3.049 3.217  -0.55
S -2.779 -3.077 2.577  1.07
C -7.482 0.527 3.245  0.87
H -0.024 -1.674 0.905  0.51
H 4.379 -2.732 2.023  0.36
F -8.273 0.246 2.171  -0.33
C 2.602 -2.089 3.025  1.07
C -6.222 1.741 6.743  0.18
O -0.659 1.814 -1.579  -0.36
O 5.954 1.823 -5.803  -0.41
F -7.368 1.869 3.324  -0.27
F -5.200 1.434 7.571  -0.25
F -7.680 0.289 7.783  -0.30
C 8.312 1.375 -5.994  0.20
H -1.523 0.183 2.634  0.46
H -2.046 1.299 -2.892  0.42
F 9.388 1.115 -5.218  -0.26
F -5.622 0.507 1.801  -0.30
H -6.235 -1.166 2.698  0.26
H 8.508 2.258 -6.605  0.24
C -0.374 1.674 -4.090  0.93
H 4.670 -1.804 3.505  0.36
F -0.170 3.003 -3.995  -0.27
C 4.825 -0.290 -6.632  0.92
F 8.101 0.317 -6.797  -0.22
C -8.230 -0.010 4.475  -0.75
H -6.803 2.561 7.169  0.24
H 0.170 -0.983 5.114  0.40
H 0.683 -0.066 -4.852  0.24
O -1.709 -3.743 3.218  -0.52
H -1.924 -0.823 3.997  0.35
H 2.335 -2.393 0.903  0.30

(7)
Formula: C5H11NO
Source: OMol25
Level of theory: ωB97M-V/def2-TZVPD

* frontier orbital gap: 11.301 eV
* relative energy (zero: lowest compared OMol25 entry of this formula, charge and spin): 282.4 kJ/mol
* net charge: 0
* SMILES: N=C=O.CCCC
* E: -327.0238 Eh
* max |F|: 0.038 hartree/bohr

Each line ends with the Mulliken charge.
Atoms and positions in Å:
H -0.693 -1.104 -1.500  0.42
C -0.241 1.001 -1.062  -0.50
H 1.136 -0.234 1.508  0.31
H 1.777 1.572 -0.410  0.31
H 0.918 -0.773 -0.946  0.41
H 0.535 1.805 0.832  0.28
H -0.061 1.189 -2.128  0.38
H -1.208 0.258 1.124  0.45
H 0.636 2.917 -0.528  0.35
C -0.152 -0.491 -0.781  -0.64
H -1.192 -1.397 1.577  0.37
O 0.215 -2.948 0.328  -0.46
C -1.157 -0.729 0.669  -1.40
C 0.731 1.863 -0.247  -1.16
N 1.417 -1.200 1.405  -0.66
C 0.686 -2.005 0.844  0.84
H -1.272 1.296 -0.856  0.35
H -2.074 -1.019 0.172  0.36

(8)
Formula: C9H9O2S
Source: OMol25
Level of theory: ωB97M-V/def2-TZVPD

* frontier orbital gap (spin up / spin down): 4.728 / 6.089 eV
* net charge: -1
* E: -896.8177 Eh
* max |F|: 0.146 hartree/bohr
* <S²>: 2.0124
* multiplicity: 3

Each line ends with the Mulliken charge.
Atoms and positions in Å:
C 1.413 0.543 -0.060  0.96
H -0.913 -1.917 -1.451  0.26
C 1.560 2.004 -0.255  -0.71
S -1.500 1.626 0.901  -0.23
H 0.857 0.993 -2.136  0.22
C -1.273 -0.852 0.158  0.47
H 0.572 2.409 -0.192  0.13
C -0.667 0.374 0.184  0.02
H 2.634 0.888 -1.945  0.31
O 1.815 -1.335 1.481  -0.71
C -0.721 -2.060 -0.431  -1.30
O 3.366 0.172 0.928  -0.73
H 2.314 2.476 0.286  0.28
C 1.704 1.004 -1.413  -0.62
H -3.245 -1.672 0.503  0.32
H -3.801 0.955 1.412  0.36
H -1.098 -3.023 0.037  0.33
C -2.611 -0.746 0.486  -0.32
C 2.253 -0.346 0.878  0.29
H 0.292 -2.059 -0.221  0.35
C -2.950 0.568 0.849  -0.68